Record 1
A molecular structure, C3H8N2O, computed with ωB97M-V with the def2-TZVPD basis set.

```
14
Properties=species:S:1:pos:R:3:nbo_charge:R:1
C 0.8139 -1.0722 0.3983 -0.19
N 0.7229 -0.4425 -0.8581 -0.43
C -0.8252 -0.1592 0.1477 0.41
N 1.4247 0.7915 -0.8357 -0.70
C -1.0271 1.0803 0.6935 -0.78
O -1.7038 -0.9479 -0.4873 -0.66
H -1.3000 -1.1589 -1.3470 0.50
H 0.7802 1.4946 -0.4016 0.34
H 1.5178 1.0618 -1.8087 0.36
H 1.5637 -0.6925 1.0998 0.23
H 0.6872 -2.1557 0.3776 0.22
H -0.2458 -0.8373 1.1104 0.22
H -0.5275 1.4110 1.5884 0.23
H -1.8810 1.6268 0.3228 0.24
```

The calculation puts the HOMO-LUMO gap at 8.14 eV. Its LUMO energy is 0.8 eV. The value obtained for the largest force on an atom is 0.44 eV/Å. Its spin multiplicity is 1.



Record 2
A molecular structure, C3H8N2O in a non-equilibrium geometry, computed with ωB97M-V with the def2-TZVPD basis set.

```
14
Properties=species:S:1:pos:R:3:nbo_charge:R:1
C 1.7199 -0.1090 0.3052 -0.15
C 0.9025 0.7229 -0.5249 -0.23
C -2.5483 -0.5526 0.0572 -0.25
H 0.6938 -1.8646 0.2373 0.48
H 1.4887 0.1249 1.4694 0.19
H 2.8982 -0.1382 0.2733 0.22
H 1.1282 1.6340 0.4373 0.18
H 1.1831 1.1088 -1.5701 0.24
H -1.1498 1.5587 0.0372 0.36
H -3.1575 -1.4468 -0.0175 0.19
H -3.0055 0.4792 -0.0068 0.16
N -0.5747 0.5136 -0.0350 -0.46
N -1.1924 -0.6510 -0.3317 -0.19
O 1.6138 -1.3800 -0.3309 -0.73
```

The calculation puts the HOMO-LUMO gap at 9.19 eV. Its LUMO energy is 0.7 eV. The value obtained for the largest force on an atom is 7.63 eV/Å. Its spin multiplicity is 1.



Record 3
A single C3H8N2O molecule, computed with ωB97M-V with the def2-TZVPD basis set.

```
14
Properties=species:S:1:pos:R:3:nbo_charge:R:1
C -0.0522 1.5236 -0.1075 -0.40
N 0.1762 0.0996 0.0414 -0.54
C 1.4762 -0.2776 0.5549 -0.40
C -0.5644 -0.8448 -0.7311 0.80
N -1.7680 -1.1097 -0.1192 -0.83
O -0.1843 -1.3512 -1.7683 -0.60
H -1.0650 1.7113 -0.4745 0.21
H 0.0512 2.0029 0.8718 0.19
H 0.6508 2.0829 -0.7515 0.18
H 1.8490 -1.2001 0.0992 0.22
H 2.2004 0.5162 0.3420 0.19
H 1.4420 -0.4178 1.6486 0.18
H -2.3425 -1.8660 -0.4609 0.40
H -1.8695 -0.8694 0.8551 0.40
```

As for the SMILES: CN(C)C(N)=O. The calculation puts the HOMO-LUMO gap at 9.49 eV. Its LUMO energy is 0.9 eV. The value obtained for the largest force on an atom is 0.73 eV/Å. Its spin multiplicity is 1.



Record 4
A single C3H8N2O molecule in a non-equilibrium geometry, computed with ωB97M-V with the def2-TZVPD basis set.

```
14
Properties=species:S:1:pos:R:3:nbo_charge:R:1
C 2.4550 -0.7091 0.0200 -0.20
N 1.1736 -0.4988 0.0468 -0.23
N 0.6613 0.6807 -0.2158 -0.42
C -0.6952 0.8620 0.3434 -0.26
C -1.7517 0.0080 -0.3556 -0.08
O -1.8904 -1.3212 0.1777 -0.73
H 2.7912 -1.7714 -0.0195 0.19
H 3.2017 0.0346 -0.1787 0.15
H 1.2669 1.5181 -0.0399 0.34
H -0.9580 1.9417 0.3102 0.21
H -0.7859 0.6429 1.4276 0.20
H -1.6651 -0.0440 -1.3931 0.17
H -2.8042 0.3966 -0.1908 0.18
H -0.9992 -1.7400 0.0679 0.48
```

As for the SMILES: C=NNCCO. The calculation puts the HOMO-LUMO gap at 9.93 eV. Its LUMO energy is 1.0 eV. The value obtained for the largest force on an atom is 3.21 eV/Å. Its spin multiplicity is 1.



Record 5
A single C3H8N2O molecule in a non-equilibrium geometry, computed with ωB97M-V with the def2-TZVPD basis set.

```
14
Properties=species:S:1:pos:R:3:nbo_charge:R:1
C 2.2330 0.3822 0.0742 -0.43
N 1.3398 -0.6858 -0.2109 -0.64
C 0.0603 -0.6130 -0.2022 0.70
O -0.4594 -1.7875 -0.5977 -0.69
N -0.7783 0.4099 0.1020 -0.62
C -2.2257 0.3243 0.1552 -0.41
H 3.2485 -0.0185 0.0093 0.21
H 2.1483 1.1973 -0.6571 0.18
H 2.1028 0.7886 1.0861 0.17
H 0.4847 -2.1241 -0.7176 0.51
H -0.3378 1.2298 0.4872 0.40
H -2.6716 1.2254 -0.2812 0.20
H -2.6009 0.2117 1.1805 0.19
H -2.5437 -0.5404 -0.4277 0.23
```

As for the SMILES: C/N=C(/O)NC. The calculation puts the HOMO-LUMO gap at 9.52 eV. Its LUMO energy is 0.9 eV. The value obtained for the largest force on an atom is 1.54 eV/Å. Its spin multiplicity is 1.



Record 6
A gas-phase ion, C3H8N2O (charge +1) in a non-equilibrium geometry, computed with ωB97M-V with the def2-TZVPD basis set.

```
14
Properties=species:S:1:pos:R:3:nbo_charge:R:1
C 0.7002 0.0433 -0.7293 -0.26
N -0.4253 -0.7531 -0.2650 -0.35
C -1.4001 -0.2681 0.5676 0.71
N -1.9942 0.8968 0.3080 -0.77
O -1.7812 -1.0617 1.4543 -0.23
C 1.9444 -0.0200 0.1512 -0.62
H 0.9082 -0.2477 -1.7607 0.26
H 0.3424 1.0651 -0.8183 0.22
H -0.2395 -1.7332 -0.0451 0.44
H -2.8606 1.1164 0.7850 0.45
H -1.9718 1.1687 -0.6667 0.42
H 1.6770 0.0536 1.2028 0.23
H 2.4241 -0.9786 -0.0268 0.23
H 2.6764 0.7182 -0.1570 0.26
```

As for the charge: +1. The calculation puts the HOMO-LUMO gap (alpha / beta) at 12.90 / 6.79 eV. Its LUMO energy (alpha / beta) is -3.6 / -9.0 eV. As for the expectation value of S²: 0.77. The value obtained for the largest force on an atom is 1.98 eV/Å. Its spin multiplicity is 2.